Entry 1:
C5H15NO3 | wB97M-V/def2-TZVPD

XYZ file:
```
24
Properties=species:S:1:pos:R:3:nbo_charge:R:1
C 0.84 0.58 -1.99 0.24
C -0.46 -1.86 1.87 -0.27
C 2.15 -0.06 -2.45 -0.64
O 0.15 -0.65 1.46 -0.57
O -0.01 -0.40 -1.38 -0.77
H 0.43 -0.76 -0.59 0.49
H 1.06 1.37 -1.25 0.15
H 0.17 -2.67 1.49 0.19
H -0.52 -1.93 2.96 0.17
H -1.46 -1.95 1.44 0.19
H 1.93 -0.88 -3.13 0.21
H 2.71 -0.44 -1.60 0.21
H 2.74 0.68 -2.97 0.22
C -0.68 0.49 1.53 0.38
C -1.23 0.78 2.92 -0.65
N 0.17 1.18 -3.10 -0.83
O -1.75 0.40 0.65 -0.75
H -1.40 0.18 -0.24 0.50
H 0.01 1.31 1.23 0.14
H -0.71 1.60 -2.80 0.36
H -0.05 0.48 -3.80 0.36
H -1.68 1.76 2.93 0.22
H -0.42 0.74 3.65 0.22
H -1.99 0.05 3.17 0.22
```

For the LUMO energy, the calculation gives 0.89 eV. The SMILES is CO[C@H](C)O.C[C@@H](N)O. The calculation puts the molar mass at 137.18 g/mol. For the HOMO energy, the calculation gives -10.0334 eV. The calculation puts the relative energy (zero: lowest compared OMol25 entry of this formula, charge and spin) at 23.2 kcal per mole.

---

Entry 2:
C5H15NO5 | wB97M-V/def2-TZVPD

XYZ file:
```
26
Properties=species:S:1:pos:R:3:mulliken_spin:R:1
O 1.63 -2.50 2.47 0.25
C 1.60 -1.77 1.55 -0.09
N 0.31 -1.44 1.08 0.66
C 0.16 -0.54 -0.04 0.01
C 1.51 0.30 -0.30 0.02
C 1.32 1.09 -1.53 0.00
O 0.59 0.88 -2.44 0.01
C -0.12 -1.51 -1.39 0.16
H 2.58 -1.33 1.05 -0.01
H -0.58 -1.73 1.63 -0.04
H -0.72 0.23 0.16 0.02
H 1.69 0.98 0.54 0.00
H 2.28 -0.48 -0.44 0.00
H 2.22 1.75 -1.58 0.01
H 0.86 -1.74 -1.90 0.00
H -0.54 -2.45 -0.93 -0.01
H -0.82 -1.52 -2.25 0.01
H -1.64 2.14 -1.08 0.00
H -1.44 1.07 -2.23 0.00
O -2.07 1.46 -1.59 0.01
H -2.64 0.39 2.17 0.00
H -1.49 -0.64 2.55 0.00
O -1.97 0.13 2.80 0.00
H -0.38 2.50 -0.02 0.00
H -1.36 1.95 1.11 0.00
O -0.98 2.81 0.63 0.00
```

For the LUMO energy (spin up / spin down), the calculation gives -4.22 / -9.42 eV. Its multiplicity is 2. The charge is +1. The calculation puts the molar mass at 169.18 g/mol. For the HOMO energy (spin up / spin down), the calculation gives -14.5661 / -14.5214 eV. The calculation puts the relative energy (zero: lowest compared OMol25 entry of this formula, charge and spin) at 51.1 kcal per mole.

---

Entry 3:
C5H15NOS | wB97M-V/def2-TZVPD

XYZ file:
```
23
Properties=species:S:1:pos:R:3:nbo_charge:R:1
C -1.46 -1.02 0.00 -0.45
C -1.41 -0.48 1.46 -0.49
S -1.02 -1.83 2.70 -0.07
C -0.11 -1.28 -0.65 -0.22
N 0.34 -0.16 -1.51 -0.65
C 0.83 1.04 -0.88 -0.23
C -0.12 2.24 -1.14 -0.63
H -1.96 -0.21 -0.58 0.21
H -2.10 -1.95 -0.08 0.22
H -0.68 0.29 1.57 0.21
H -2.43 -0.12 1.80 0.23
H -0.47 -2.69 1.73 0.12
H 0.64 -1.45 0.34 0.20
H -0.21 -2.13 -1.44 0.22
H -0.46 0.09 -2.16 0.35
H 0.91 0.96 0.27 0.20
H 1.86 1.40 -1.36 0.17
H -0.20 2.41 -2.22 0.21
H -1.12 1.84 -0.96 0.19
H 0.17 3.12 -0.41 0.23
H 3.07 -0.79 1.29 0.47
H 2.92 0.61 0.71 0.47
O 3.02 0.13 1.51 -0.94
```

For the LUMO energy, the calculation gives 0.83 eV. The SMILES is CCNCCCS.O. The calculation puts the molar mass at 137.25 g/mol. For the HOMO energy, the calculation gives -8.8450 eV. The calculation puts the relative energy (zero: lowest compared OMol25 entry of this formula, charge and spin) at 49.0 kcal per mole.

---

Entry 4:
C5H15NOS | wB97M-V/def2-TZVPD

XYZ file:
```
23
Properties=species:S:1:pos:R:3:nbo_charge:R:1
C 1.01 1.61 -0.59 -0.21
N -0.10 1.54 -1.49 -0.64
C -0.42 0.19 -1.94 -0.22
C -1.22 -0.81 -0.98 -0.55
S -3.01 -1.04 -1.37 -0.07
C 0.62 2.19 0.74 -0.44
C 1.30 1.26 1.78 -0.60
H 1.44 0.54 -0.43 0.17
H 1.93 2.12 -1.00 0.19
H -0.86 2.14 -1.16 0.37
H 0.47 -0.25 -2.42 0.21
H -1.17 0.29 -2.77 0.19
H -0.76 -1.82 -0.90 0.22
H -1.40 -0.36 0.03 0.22
H -3.05 -0.04 -2.35 0.12
H -0.47 2.20 1.07 0.22
H 1.13 3.18 0.94 0.21
H 1.51 1.91 2.58 0.21
H 0.75 0.43 2.23 0.20
H 2.13 0.68 1.31 0.20
H 3.86 -2.36 3.90 0.46
H 3.29 -3.72 3.95 0.46
O 4.05 -3.22 4.17 -0.93
```

For the LUMO energy, the calculation gives 0.54 eV. The SMILES is CCCNCCS.O. The calculation puts the molar mass at 137.25 g/mol. For the HOMO energy, the calculation gives -8.6998 eV. The calculation puts the relative energy (zero: lowest compared OMol25 entry of this formula, charge and spin) at 53.2 kcal per mole.

---

Entry 5:
C5H15NSi | wB97M-V/def2-TZVPD

XYZ file:
```
22
Properties=species:S:1:pos:R:3:nbo_charge:R:1
C 2.26 1.09 0.12 -0.61
C -3.00 1.49 -0.59 -0.61
C 2.68 -0.32 0.50 -0.39
C -2.57 0.52 0.52 -0.93
C 2.80 -1.21 -0.73 -0.61
N -2.16 -2.22 0.20 -1.30
Si -1.32 -0.77 -0.16 1.02
H 2.19 1.73 0.99 0.20
H 2.98 1.53 -0.57 0.20
H 1.28 1.06 -0.37 0.21
H -3.45 0.95 -1.42 0.20
H -3.72 2.22 -0.22 0.21
H -2.14 2.04 -0.97 0.20
H 3.63 -0.29 1.03 0.19
H 1.94 -0.75 1.18 0.19
H -3.47 0.06 0.95 0.21
H -2.11 1.10 1.32 0.23
H 3.10 -2.22 -0.44 0.20
H 3.55 -0.81 -1.41 0.20
H -1.79 -3.13 0.00 0.39
H -3.07 -2.28 0.64 0.39
H 1.84 -1.27 -1.24 0.21
```

For the LUMO energy, the calculation gives 0.55 eV. The calculation puts the molar mass at 117.27 g/mol. For the HOMO energy, the calculation gives -8.1092 eV. The calculation puts the relative energy (zero: lowest compared OMol25 entry of this formula, charge and spin) at 12.3 kcal per mole.

---

Entry 6:
C5H15OPSi | wB97M-V/def2-TZVPD

XYZ file:
```
23
Properties=species:S:1:pos:R:3:nbo_charge:R:1
C -0.98 2.49 -0.44 -1.15
C -1.62 0.74 1.89 -1.15
C 1.07 1.33 1.40 -1.14
C 1.80 -2.05 -0.11 -0.94
C 0.02 -2.23 -2.62 -1.03
O -0.39 -0.45 -0.43 -1.25
Si -0.41 0.98 0.37 1.94
P 0.07 -2.50 -0.81 1.15
H -0.82 3.31 0.16 0.24
H -0.49 2.52 -1.42 0.23
H -2.06 2.42 -0.53 0.24
H -2.12 1.61 2.30 0.22
H -2.54 0.12 1.61 0.22
H -1.20 -0.04 2.59 0.22
H 1.72 1.89 0.75 0.22
H 0.74 1.86 2.29 0.24
H 1.57 0.48 1.63 0.22
H 1.72 -1.80 0.90 0.24
H 2.42 -2.98 -0.13 0.23
H 2.17 -1.14 -0.59 0.24
H 0.31 -3.08 -3.24 0.26
H -1.11 -2.30 -2.67 0.25
H 0.13 -1.16 -2.87 0.28
```

For the LUMO energy, the calculation gives -0.39 eV. The SMILES is CP(C)O[Si](C)(C)C. The calculation puts the molar mass at 150.23 g/mol. For the HOMO energy, the calculation gives -8.8073 eV. The calculation puts the relative energy (zero: lowest compared OMol25 entry of this formula, charge and spin) at 39.1 kcal per mole.

---

Entry 7:
C5H16AuN3O3S | wB97M-V/def2-TZVPD

XYZ file:
```
29
Properties=species:S:1:pos:R:3:nbo_charge:R:1
Au -0.03 -0.12 -0.83 1.45
N -0.12 1.98 -0.35 -0.76
C 0.31 2.31 1.03 -0.25
C -0.23 1.31 2.05 -0.25
N 0.15 -0.06 1.71 -0.71
C 1.50 -0.53 1.99 -0.26
C 2.48 -0.18 0.87 -0.25
N 1.99 -0.63 -0.46 -0.76
H -1.13 2.14 -0.46 0.43
H 0.35 2.56 -1.04 0.44
H 1.39 2.35 1.04 0.21
H -0.05 3.31 1.29 0.26
H 0.13 1.60 3.04 0.24
H -1.32 1.35 2.07 0.23
H -0.54 -0.72 2.04 0.42
H 1.89 -0.14 2.93 0.24
H 1.46 -1.62 2.09 0.24
H 2.65 0.89 0.80 0.21
H 3.45 -0.64 1.08 0.26
H 2.60 -0.30 -1.20 0.44
H 1.98 -1.65 -0.51 0.43
C -2.66 -1.78 -3.29 -0.88
S -2.17 -1.61 -1.60 2.34
O -0.71 -2.01 -1.45 -0.90
O -3.07 -2.28 -0.75 -0.80
O -2.03 -0.10 -1.31 -0.89
H -2.95 -2.82 -3.42 0.30
H -1.83 -1.50 -3.93 0.27
H -3.51 -1.11 -3.42 0.30
```

For the LUMO energy, the calculation gives -10.44 eV. The charge is +2. The calculation puts the molar mass at 395.24 g/mol. For the HOMO energy, the calculation gives -16.9710 eV.

---

Entry 8:
C5H16B2Br4Na6O3 | wB97M-V/def2-TZVPD

XYZ file:
```
36
Properties=species:S:1:pos:R:3:lowdin_charge:R:1
Na -2.76 1.19 -0.67 0.54
Na -1.47 -1.15 -0.34 0.26
Na -0.53 1.97 -1.88 0.16
Na -0.67 -0.45 2.08 0.43
Na -1.40 3.06 0.30 0.81
Na 0.30 1.70 1.58 0.29
C -0.39 0.72 -0.21 -0.96
O -0.15 1.95 -0.13 -0.52
O -0.08 -0.05 0.69 -0.20
O -1.18 0.39 -1.14 -0.22
B -1.86 -1.68 1.50 -0.38
H -0.88 -2.12 1.39 0.05
H -1.79 -0.66 1.17 -0.04
H -2.52 -2.16 0.79 0.02
H -2.25 -1.73 2.50 0.07
B -3.43 -0.68 -0.44 -0.33
H -3.70 -1.45 0.26 0.03
H -4.22 0.05 -0.52 0.02
H -2.57 -0.12 -0.10 -0.09
H -3.21 -1.11 -1.41 0.06
Br 1.70 2.43 -1.56 0.92
C 1.88 0.51 -1.25 -0.57
C 1.99 -0.24 -2.57 -0.42
Br 0.22 0.02 -3.56 0.89
H 1.01 0.11 -0.73 0.05
H 2.81 0.39 -0.70 0.07
H 2.07 -1.31 -2.35 0.10
H 2.91 -0.03 -3.11 0.10
Br 2.75 -2.21 1.93 0.76
C 2.14 -0.50 1.06 -0.65
C 2.96 0.67 1.57 -0.39
Br 2.14 2.35 0.81 0.96
H 1.09 -0.30 1.26 -0.03
H 2.20 -0.73 0.00 0.03
H 3.95 0.56 1.12 0.10
H 2.92 0.63 2.65 0.09
```

For the LUMO energy, the calculation gives -9.27 eV. The charge is +2. The calculation puts the molar mass at 603.36 g/mol. For the HOMO energy, the calculation gives -14.0293 eV. The calculation puts the relative energy (zero: lowest compared OMol25 entry of this formula, charge and spin) at 731.0 kcal per mole.

---

Entry 9:
C5H16B4Br2N4O8 | wB97M-V/def2-TZVPD

XYZ file:
```
39
Properties=species:S:1:pos:R:3:nbo_charge:R:1
C -0.88 3.34 -0.73 -0.68
C -0.35 3.93 0.70 -0.23
Br -1.89 5.06 1.43 -0.03
C -0.05 2.81 1.86 -0.65
Br -1.75 2.31 2.87 0.05
B 0.81 1.50 1.35 1.22
O 2.08 1.18 2.08 -0.90
B 3.13 1.26 1.05 0.97
O 2.99 0.52 -0.23 -0.90
B 1.66 -0.17 -0.15 1.39
O 1.64 -1.63 -0.48 -0.95
B 0.39 -1.98 -1.21 1.37
O -0.35 -3.21 -0.87 -0.93
O -0.10 -1.08 -2.30 -0.98
O 0.44 0.57 0.26 -0.93
H -1.37 2.28 -0.68 0.25
H -1.71 4.08 -1.16 0.24
H 0.03 3.40 -1.50 0.22
H 0.53 4.69 0.55 0.25
H 0.63 3.35 2.68 0.27
H 4.06 1.97 1.27 -0.09
H -1.28 -2.88 -0.61 0.52
H 0.55 -1.10 -3.08 0.52
C -3.87 0.26 -2.38 0.76
O -4.12 -0.37 -1.37 -0.67
N -2.63 0.34 -2.89 -0.85
N -4.81 0.92 -3.08 -0.84
H -2.40 0.86 -3.73 0.38
H -1.89 -0.14 -2.40 0.43
H -5.76 0.88 -2.73 0.41
H -4.62 1.44 -3.92 0.39
C 2.87 -4.37 2.87 0.76
O 3.47 -4.53 3.91 -0.67
N 2.34 -5.39 2.17 -0.85
N 2.67 -3.16 2.31 -0.85
H 1.84 -5.28 1.31 0.39
H 2.46 -6.32 2.55 0.41
H 3.06 -2.36 2.80 0.40
H 2.18 -3.01 1.45 0.40
```

For the LUMO energy, the calculation gives -0.76 eV. The calculation puts the molar mass at 463.26 g/mol. For the HOMO energy, the calculation gives -9.6297 eV.

---

Entry 10:
C5H16ClNO2PSi | wB97M-V/def2-TZVPD

XYZ file:
```
27
Properties=species:S:1:pos:R:3:nbo_charge:R:1
C -0.36 1.11 1.58 -1.11
Si -1.75 1.79 0.52 1.05
C -2.06 3.59 0.86 -1.11
P -3.63 0.54 0.97 0.71
O -4.05 1.42 2.32 -1.00
Cl -4.79 1.45 -0.50 -0.33
H 0.60 1.40 1.17 0.23
H -0.42 1.54 2.59 0.26
H -0.38 0.02 1.69 0.23
H -1.39 1.58 -0.91 -0.20
H -2.26 3.75 1.92 0.25
H -2.92 3.96 0.29 0.26
H -1.19 4.19 0.58 0.25
H -4.97 1.66 2.36 0.51
C 0.65 -1.63 -1.41 -0.76
C 1.84 -1.43 -0.53 0.73
O 1.93 -1.04 0.57 -0.41
N 3.20 -1.82 -1.20 -0.59
C 3.40 -3.31 -1.31 -0.42
H -0.16 -1.03 -1.00 0.29
H 0.85 -1.33 -2.44 0.25
H 0.36 -2.68 -1.40 0.28
H 3.28 -1.39 -2.13 0.44
H 3.92 -1.41 -0.60 0.45
H 4.25 -3.50 -1.95 0.25
H 2.50 -3.75 -1.73 0.23
H 3.57 -3.69 -0.31 0.25
```

For the LUMO energy, the calculation gives -3.89 eV. The charge is +1. The calculation puts the molar mass at 216.70 g/mol. For the HOMO energy, the calculation gives -10.5491 eV.